C42H102N2O10 | wB97M-V/def2-TZVPD

```
156
Properties=species:S:1:pos:R:3:mulliken_charge:R:1
C 1.21459 3.48703 -1.11564 -2.306
C 0.76840 2.32466 -0.23202 2.553
C -0.36550 2.88065 0.57988 -1.463
C -1.56613 1.88899 1.12624 -0.813
C -2.04315 0.98619 0.04256 -0.875
C -0.71186 0.33826 -0.68045 1.410
N 0.16335 1.40855 -1.21179 0.801
O 0.96568 1.03074 -2.27066 -0.672
C -0.00354 -0.72214 0.23862 -1.123
C -1.31681 -0.51290 -1.83023 -2.817
C 1.88482 1.82172 0.61742 -1.819
H 1.46961 4.33004 -0.47346 0.407
H 0.37194 3.71486 -1.76844 0.504
H 2.16712 3.22595 -1.57674 0.413
H 0.02970 3.32163 1.49500 0.163
H -0.91620 3.76821 0.26834 0.558
H -2.35846 2.57370 1.42870 0.492
H -1.30067 1.36178 2.04258 0.147
H -2.70271 1.49163 -0.66286 -0.012
H -2.45931 0.09812 0.51821 0.480
H -0.67752 -1.52218 0.54486 0.482
H 0.82762 -1.14426 -0.32626 0.424
H 0.37373 -0.25953 1.15063 -0.543
H -0.61622 -1.28134 -2.15702 0.758
H -2.17230 -1.07490 -1.45554 0.335
H -1.85021 0.07720 -2.57545 0.569
H 1.46698 1.41180 1.53692 0.284
H 2.67351 2.55889 0.76791 0.200
H 2.47015 0.99463 0.21566 0.331
H 0.46926 0.62995 -2.98796 0.464
C -1.45295 -6.70373 -0.99582 -1.784
C -1.28575 -5.84126 -2.28041 1.565
C -0.39746 -6.70898 -3.24403 -1.219
C -1.18255 -7.94302 -3.83739 -0.771
C -2.49217 -7.51325 -4.47346 -1.066
C -3.41435 -6.69326 -3.51791 1.116
N -2.62602 -5.59128 -2.86083 0.831
O -3.48916 -4.73321 -2.09009 -0.518
C -4.48699 -6.10837 -4.40990 -1.895
C -4.15320 -7.71493 -2.59298 -1.695
C -0.61496 -4.46037 -2.02991 -1.968
H -1.81420 -7.72988 -1.06361 0.284
H -2.07065 -6.18024 -0.26610 0.373
H -0.50216 -6.60857 -0.47137 0.497
H 0.25573 -6.14582 -3.91059 0.391
H 0.34929 -7.24642 -2.65954 0.386
H -1.38220 -8.57755 -2.97390 0.328
H -0.50177 -8.47879 -4.49889 0.413
H -3.07901 -8.32255 -4.90792 0.460
H -2.32972 -6.79489 -5.27699 0.383
H -5.18074 -6.86317 -4.78014 0.445
H -5.04742 -5.29682 -3.94578 0.354
H -3.91495 -5.57664 -5.17025 0.345
H -3.50499 -8.28087 -1.92392 0.318
H -4.80640 -7.17438 -1.90797 0.404
H -4.54358 -8.50918 -3.22927 0.465
H -1.30850 -3.74601 -1.58630 0.334
H -0.23646 -3.98335 -2.93395 0.364
H 0.20795 -4.65485 -1.34209 0.520
H -3.67357 -4.04962 -2.73839 0.380
C 5.81427 3.15952 2.00847 -1.142
C 5.61717 4.21238 3.04930 1.012
C 6.04868 5.63082 2.60293 -1.760
O 4.28676 4.31603 3.50247 -0.182
H 5.74240 2.27098 2.63571 0.135
H 6.82875 3.27345 1.62642 0.385
H 5.10421 3.09497 1.18401 0.213
H 6.27371 4.01098 3.89576 0.207
H 5.82484 5.87172 1.56372 0.322
H 7.13168 5.57459 2.71271 0.516
H 5.73039 6.50842 3.16561 0.343
H 3.86638 3.45335 3.52810 -0.116
C 5.46640 -0.61586 1.30768 -0.542
C 5.01014 -1.75713 2.13496 0.977
C 3.75058 -2.30993 1.60161 -1.070
O 5.83196 -2.82702 1.87294 -0.634
H 5.54104 0.37406 1.75778 -0.387
H 5.03248 -0.59926 0.30791 0.198
H 6.51345 -0.87243 1.14652 0.450
H 5.16491 -1.51464 3.18631 0.230
H 3.71225 -2.37784 0.51441 0.441
H 2.94501 -1.61338 1.83392 -0.407
H 3.65232 -3.27313 2.10232 0.561
H 5.21607 -3.53702 1.67752 0.331
C 4.65184 1.50464 6.20532 -1.327
C 3.22041 1.85033 5.69111 1.092
C 2.81232 3.28679 6.05096 -1.241
O 3.22763 1.68302 4.34193 -0.002
H 5.34535 2.19431 5.72417 0.135
H 5.05443 0.51250 6.00118 0.339
H 4.83521 1.46037 7.27888 0.393
H 2.49355 1.15568 6.11210 -0.005
H 2.32957 3.34076 7.02673 0.420
H 2.04633 3.73642 5.41914 0.218
H 3.64712 3.98136 5.95725 0.251
H 2.60369 0.99047 4.11241 -0.190
C -0.03010 -2.94048 4.38640 -1.357
C 0.07402 -1.40857 4.70284 0.853
C 0.26041 -1.15883 6.19899 -1.482
O 1.21349 -0.89775 4.03459 -0.247
H -0.45344 -2.90600 3.38256 0.307
H -0.75732 -3.58378 4.88180 0.384
H 0.91316 -3.43393 4.15218 0.341
H -0.87910 -1.00141 4.36536 0.146
H -0.64002 -1.45281 6.73834 0.401
H 0.42878 -0.08658 6.29921 0.348
H 1.13599 -1.50923 6.74551 0.340
H 1.32076 -1.40367 3.22580 -0.098
C 1.27565 1.29274 -5.63460 -1.345
C 0.07621 0.42468 -5.23811 0.662
C -0.75194 -0.05810 -6.39572 -1.338
O 0.36854 -0.72774 -4.51126 -0.336
H 1.61137 0.73354 -6.50791 0.365
H 2.00097 1.30974 -4.82114 0.291
H 1.11555 2.34715 -5.85975 0.308
H -0.66129 0.90278 -4.59342 0.304
H -1.27696 0.80832 -6.79793 0.386
H -1.55904 -0.68335 -6.01394 0.181
H -0.15561 -0.56377 -7.15518 0.424
H 1.07607 -1.27780 -4.85540 0.222
C -4.50747 5.14427 0.81659 -0.514
C -5.71017 4.46629 0.07386 0.432
C -5.22625 3.72437 -1.15670 -0.885
O -6.40105 3.49127 0.89086 -0.568
H -4.79707 5.70638 1.70442 0.361
H -3.95685 5.86824 0.21594 0.388
H -3.86064 4.30144 1.06021 -0.321
H -6.36016 5.26381 -0.28611 0.273
H -6.06952 3.20795 -1.61530 0.348
H -4.57053 2.90349 -0.86635 -0.035
H -4.66273 4.30761 -1.88496 0.387
H -5.89250 3.23429 1.66347 0.332
C 1.34323 6.03674 3.63512 -1.633
C 1.18674 6.42144 2.18332 1.221
C 1.06982 7.96217 2.11864 -1.567
O 2.40644 5.80001 1.55243 -0.494
H 1.18899 4.96055 3.71345 0.153
H 0.44739 6.50922 4.03803 0.509
H 2.26603 6.26465 4.16861 0.386
H 0.23023 5.93560 1.99057 0.116
H 2.03747 8.45871 2.04650 0.339
H 0.45409 8.49365 2.84426 0.359
H 0.64406 8.28440 1.16838 0.410
H 3.05048 5.52638 2.20964 0.152
C -4.85638 -0.79153 -5.06588 -1.623
C -4.20968 -1.43545 -3.86734 2.006
C -5.10010 -1.34502 -2.62968 -1.552
O -3.97692 -2.84322 -4.03431 -0.283
H -4.36890 -1.08292 -5.99624 0.378
H -4.90653 0.29698 -5.03888 0.389
H -5.92655 -0.99753 -5.08569 0.402
H -3.23893 -0.98959 -3.65065 -0.743
H -4.45850 -1.43464 -1.75309 0.353
H -5.86158 -2.12358 -2.67561 0.363
H -5.62574 -0.39198 -2.57034 0.393
H -3.43739 -2.98713 -4.81520 0.166
```

Values from the calculation:
* maximum force: 4.0 eV Å⁻¹
* total energy: -68655.5783 eV
* SMILES: CC1(C)CCCC(C)(C)N1O.CC1(C)CCCC(C)(C)N1O.CC(C)O.CC(C)O.CC(C)O.CC(C)O.CC(C)O.CC(C)O.CC(C)O.CC(C)O
* LUMO level: 0.38 eV
* 2S+1: 1
* frontier orbital gap: 7.9 eV